No. 1
{"formula": "C9H14O", "method": "the ωB97M-V functional and the def2-TZVPD basis", "symbols": ["H", "C", "H", "H", "C", "C", "H", "H", "O", "H", "H", "C", "H", "C", "H", "H", "C", "H", "C", "C", "H", "H", "H", "C"], "xyz": [[1.559889, -3.339339, -1.690071], [1.159995, -1.302373, 0.626065], [-2.461413, -0.273559, -0.777664], [-2.996550, -0.060431, 2.246737], [1.099793, 0.063243, 0.833698], [1.047952, 2.434332, -0.008663], [-1.788272, 0.865740, 1.225692], [0.225175, 2.601736, -0.695924], [1.746786, -3.108682, -0.778071], [-2.759280, -1.545727, 0.458136], [2.384691, 1.184125, -2.083361], [1.668665, -1.757760, -0.579543], [0.843110, 0.479040, 1.802445], [2.037587, 0.509708, -1.303808], [-4.081403, -0.587389, -0.096631], [0.724929, -1.997050, 1.333235], [1.465425, 0.990047, -0.135503], [0.712131, 2.676874, 1.000043], [2.123928, -0.857098, -1.535222], [-3.007733, -0.538248, 0.118373], [1.895452, 3.118657, -0.151690], [-3.471648, 1.294971, 1.266773], [2.654569, -1.283574, -2.379103], [-2.783778, 0.432758, 1.304057]], "atomic_forces_ev_per_a": [[0.1, 0.1, -0.2], [-0.2, 0.1, -0.2], [0.1, 0.0, -0.1], [0.4, 0.0, 0.2], [0.3, 0.5, 0.4], [0.9, 0.0, 0.7], [0.2, -0.2, 0.5], [0.1, 0.4, -0.2], [-0.1, -0.4, 0.3], [0.3, 0.0, -0.4], [-0.1, 0.0, 0.2], [-0.2, 0.2, -0.1], [-0.5, -0.3, 0.0], [-0.1, -0.3, -0.6], [0.2, 0.1, -0.2], [0.3, 0.0, 0.1], [-0.3, 0.0, -0.1], [-0.2, -0.3, 0.0], [0.5, -0.3, 0.4], [-0.8, -0.1, 1.1], [-0.3, -0.1, -0.5], [0.2, -0.3, -0.2], [-0.2, 0.3, -0.2], [-0.5, 0.5, -1.0]], "mulliken_charge": [0.314, -0.700, 0.256, 0.281, -0.301, -1.440, 0.009, 0.276, -0.549, 0.242, 0.367, 0.670, 0.385, -0.328, 0.314, 0.417, 0.261, 0.345, -0.529, -0.813, 0.433, 0.308, 0.366, -0.584], "fmax_ev_per_a": 1.40, "e_tot_ha": -426.5569, "orbital_gap_ev": 9.4, "charge": 0, "smiles": "Cc1ccc(O)cc1.CC", "de_lowest_ev": 0.431}

---

No. 2
{"formula": "C9H14O", "method": "the ωB97M-V functional and the def2-TZVPD basis", "symbols": ["C", "C", "H", "H", "C", "H", "C", "O", "H", "H", "H", "H", "C", "H", "C", "H", "H", "C", "H", "H", "H", "C", "H", "C"], "xyz": [[0.729651, 2.155161, 0.125101], [-1.912333, 1.537796, 0.223776], [0.865564, 1.036371, -1.666773], [-2.653989, 0.664048, -2.308429], [-1.774902, 0.181605, -1.880756], [0.225010, -1.509280, 1.151396], [0.209663, 1.345568, -0.862498], [1.029274, -3.746553, -0.121001], [1.212557, -1.967198, -0.989958], [2.697039, -2.514091, -0.261943], [1.747790, 2.524477, 0.019851], [-1.970586, 2.616488, 2.065427], [-1.370185, 2.324332, 1.214928], [-2.984874, 1.392155, 0.134862], [0.001063, 2.618834, 1.192862], [1.631342, -4.376571, 0.258154], [-2.162633, -0.724687, -1.387640], [-1.145318, 1.019860, -0.831542], [-1.133535, -0.235191, -2.651772], [1.543407, -2.421336, 2.052977], [1.854069, -0.844724, 1.365163], [1.277491, -1.763686, 1.230948], [0.466627, 3.124405, 2.025434], [1.617807, -2.437785, -0.098568]], "atomic_forces_ev_per_a": [[1.3, 0.7, 0.0], [-0.3, 0.0, -1.1], [-0.2, -0.1, -0.1], [0.1, 0.1, -0.2], [-0.9, -1.2, 0.4], [-0.2, -0.1, 0.7], [-0.6, 0.1, -0.1], [-0.3, 0.3, -0.4], [-0.1, 0.5, 0.2], [0.0, 0.0, 0.1], [0.1, -0.4, 0.1], [-0.1, 0.2, -0.1], [0.7, -0.3, 0.6], [0.0, -0.2, 0.4], [-1.1, -0.5, 0.2], [0.3, -0.3, 0.3], [-0.1, 0.2, -0.1], [0.9, 0.6, 0.2], [0.3, 0.5, -0.1], [-0.4, -0.1, 0.1], [-0.1, 0.1, -0.1], [0.4, 0.5, -1.2], [0.0, 0.3, -0.1], [0.3, -0.8, 0.3]], "mulliken_charge": [-0.444, -0.453, 0.358, 0.381, -1.547, 0.145, -0.353, -0.540, 0.160, 0.306, 0.335, 0.366, -0.444, 0.366, -0.556, 0.294, 0.331, 0.907, 0.353, 0.349, 0.268, -0.725, 0.401, -0.258], "fmax_ev_per_a": 1.59, "e_tot_ha": -426.5511, "orbital_gap_ev": 10.0, "charge": 0, "smiles": "Cc1ccccc1.CCO", "de_lowest_ev": 0.590}

---

No. 3
{"formula": "C9H14O", "method": "the ωB97M-V functional and the def2-TZVPD basis", "symbols": ["H", "C", "C", "H", "H", "O", "H", "C", "H", "H", "C", "H", "H", "H", "H", "C", "H", "C", "C", "C", "H", "C", "H", "H"], "xyz": [[2.591368, 1.154638, 0.852439], [-0.765733, 0.900094, 0.562607], [-2.554130, 1.291403, 2.287182], [-3.156961, 0.639797, 1.662785], [-0.292524, -3.288756, -3.516270], [0.297498, -0.789419, -2.663455], [-0.038512, -2.303470, -1.389212], [0.568020, 0.768481, 0.207576], [-1.541229, 0.462576, -0.048471], [-0.409843, 2.834247, 3.319875], [-1.157125, 1.501808, 1.757256], [1.342284, -2.825650, -4.052760], [-3.047997, 2.227605, 2.538497], [1.658247, -2.017152, -1.570881], [-2.439250, 0.722275, 3.219616], [0.720375, -2.040281, -2.123705], [1.088217, -0.281470, -2.897563], [1.537205, 1.248886, 1.083601], [1.159837, 1.990661, 2.191067], [0.737313, -3.126940, -3.195444], [1.884887, 2.552874, 2.757674], [-0.186132, 2.146967, 2.518581], [1.131537, -4.057364, -2.788508], [0.872642, 0.288200, -0.712486]], "atomic_forces_ev_per_a": [[0.0, -0.1, -0.1], [-0.2, -0.3, 0.2], [0.5, -0.1, 0.6], [-0.1, 0.3, -0.4], [0.1, -0.1, -0.2], [0.8, 0.2, 0.1], [-0.1, 0.0, 0.1], [0.4, 0.1, 0.5], [0.0, -0.1, -0.2], [-0.4, -0.3, 0.3], [-0.1, -0.3, -0.1], [0.0, 0.0, 0.0], [-0.2, 0.0, -0.1], [0.3, 0.4, -0.1], [-0.1, 0.2, 0.0], [-0.6, -0.6, -0.2], [-0.4, -0.2, -0.1], [0.1, 0.3, -0.4], [-0.6, 0.4, -0.1], [-0.1, 0.3, 0.2], [0.3, -0.2, 0.2], [0.7, 0.0, -0.4], [0.0, -0.1, 0.0], [-0.3, 0.0, 0.1]], "mulliken_charge": [0.352, -0.451, -1.260, 0.351, 0.261, -0.525, 0.265, -0.134, 0.313, 0.362, 0.563, 0.296, 0.320, 0.336, 0.292, -0.265, 0.306, -0.579, -0.375, -1.048, 0.358, -0.457, 0.352, 0.368], "fmax_ev_per_a": 0.89, "e_tot_ha": -426.5501, "orbital_gap_ev": 9.7, "charge": 0, "smiles": "Cc1ccccc1.CCO", "de_lowest_ev": 0.617}

---

No. 4
{"formula": "C9H14O", "method": "the ωB97M-V functional and the def2-TZVPD basis", "symbols": ["H", "C", "H", "C", "C", "C", "C", "H", "H", "H", "H", "H", "H", "H", "H", "C", "C", "H", "H", "O", "C", "C", "H", "H"], "xyz": [[3.148526, 1.080747, -0.693956], [1.033365, -0.187689, 2.192215], [-1.127095, 0.784428, -3.133110], [-1.001253, -1.262872, -2.464395], [1.409487, 0.884286, 0.133340], [-0.797090, 0.619350, 0.844762], [-1.201309, -0.278441, 3.244713], [-0.754529, -1.096734, 3.802828], [0.475042, 0.309832, -2.588454], [2.991199, -0.007853, 1.304889], [-1.869949, 0.736110, 0.705744], [-0.674311, -2.144506, -3.013221], [1.380707, -0.802710, 3.011412], [-0.341892, 1.505540, -1.043313], [-0.506361, -1.364904, -1.502364], [-0.384180, -0.006106, -3.179739], [1.951841, 0.289765, 1.244928], [-2.079903, -1.257364, -2.487065], [-1.355156, 0.595557, 3.855036], [2.255975, 1.395648, -0.856534], [0.067823, 1.068077, -0.155753], [-0.332420, 0.006427, 2.009632], [-0.063870, -0.331940, -4.169054], [-2.224638, -0.534656, 2.937457]], "atomic_forces_ev_per_a": [[0.1, 0.0, 0.0], [0.4, 0.0, -1.0], [0.1, 0.3, -0.6], [1.5, 0.3, -0.9], [1.4, 1.5, -2.4], [-0.2, 0.0, -0.1], [-0.6, -0.4, -1.7], [-0.2, 0.1, 0.2], [0.1, 0.1, -0.4], [0.1, 0.4, 0.0], [0.1, 0.0, 0.1], [-0.1, -0.2, -0.1], [0.0, 0.3, 0.2], [0.4, 0.2, -0.2], [-0.8, 0.0, 0.4], [-0.4, -1.3, 1.0], [-1.3, -1.3, 0.7], [-0.2, 0.0, 0.5], [0.4, 0.4, 0.4], [-0.2, -0.3, 0.3], [-0.6, -0.9, 2.2], [0.0, 0.4, 1.4], [-0.2, 0.7, -0.1], [0.2, -0.3, 0.1]], "mulliken_charge": [0.279, -0.387, 0.221, -0.750, 0.942, -0.281, -1.350, 0.345, 0.111, 0.260, 0.324, 0.325, 0.283, 0.788, 0.179, -0.661, -0.948, 0.269, 0.298, -0.530, -0.948, 0.547, 0.334, 0.349], "fmax_ev_per_a": 3.13, "e_tot_ha": -426.5464, "orbital_gap_ev": 9.4, "charge": 0, "smiles": "Cc1ccc(O)cc1.CC", "de_lowest_ev": 0.718}

---

No. 5
{"formula": "C9H14O", "method": "the ωB97M-V functional and the def2-TZVPD basis", "symbols": ["C", "O", "H", "C", "C", "H", "H", "H", "H", "H", "H", "H", "H", "H", "C", "C", "C", "H", "H", "C", "C", "C", "H", "H"], "xyz": [[1.749527, 2.067283, 1.364145], [0.297125, -3.966685, 0.018485], [-2.758445, 1.984372, 0.042160], [0.483104, -2.147317, -1.566555], [-0.408795, -2.925987, -0.631594], [0.723678, -1.098683, -1.416830], [-0.746172, -0.135579, 1.571690], [2.012782, 3.615092, -0.008214], [-0.918486, -2.349287, 0.158461], [0.151220, -2.205458, -2.611852], [1.380784, -2.772746, -1.631068], [2.550678, 2.361796, 2.039650], [1.361969, 0.363915, 2.711408], [-0.222956, 3.118515, -1.140588], [-2.054563, 1.252758, -0.372146], [-0.172763, 0.729705, 1.233066], [-0.683599, 1.450719, 0.188255], [0.592143, -3.870414, 0.918765], [-2.053111, 1.339313, -1.458299], [1.058462, 0.970530, 1.876050], [0.115440, 2.499868, -0.316793], [1.321433, 2.834412, 0.267131], [-2.525660, 0.303051, -0.111732], [-1.253787, -3.419172, -1.123603]], "atomic_forces_ev_per_a": [[0.3, -0.3, 1.7], [0.4, -1.4, -0.8], [0.2, 0.2, -0.2], [0.5, -0.8, -1.5], [-1.1, 0.3, 1.6], [0.0, -0.1, 0.7], [-0.1, 0.2, 0.0], [-0.4, 0.3, -0.5], [0.3, 0.4, -0.4], [-0.5, 0.1, 0.2], [0.3, 0.5, 0.3], [0.5, 0.3, -0.8], [0.2, 0.1, 0.1], [-0.2, -0.2, -0.1], [-0.6, -0.2, 0.1], [0.1, -1.8, 1.1], [0.7, 1.2, -0.5], [-0.2, 0.9, 0.2], [-0.1, 0.1, 0.0], [-1.5, 1.2, -2.1], [0.0, 0.4, -0.1], [0.4, -1.3, 1.3], [0.4, -0.2, 0.0], [0.4, 0.0, -0.4]], "mulliken_charge": [-0.209, -0.569, 0.345, -0.913, 0.014, 0.228, 0.261, 0.378, 0.098, 0.279, 0.338, 0.301, 0.406, 0.354, -1.549, 0.111, 0.632, 0.294, 0.351, -0.800, -0.156, -0.773, 0.347, 0.231], "fmax_ev_per_a": 2.83, "e_tot_ha": -426.5331, "orbital_gap_ev": 9.9, "charge": 0, "smiles": "Cc1ccccc1.CCO", "de_lowest_ev": 1.081}